{"formula": "C5H13N3O", "method": "ωB97M-V/def2-TZVPD", "symbols": ["C", "C", "N", "H", "H", "H", "H", "H", "H", "H", "C", "C", "N", "N", "C", "O", "H", "H", "H", "H", "H", "H"], "coordinates": [[-2.214, 0.370, 0.429], [-1.969, 1.674, 0.136], [-1.728, -0.277, 1.530], [-1.686, -1.284, 1.478], [-0.887, 0.123, 1.930], [-2.951, -0.187, -0.136], [-0.478, -0.552, -0.978], [-1.456, 2.291, 0.860], [-0.457, 1.531, -0.744], [-2.614, 2.190, -0.555], [0.568, -0.161, -1.039], [1.279, -0.595, 0.243], [1.192, -0.777, -2.185], [1.282, 0.386, 1.235], [1.701, -1.843, 0.421], [0.483, 1.233, -1.150], [0.746, -0.441, -3.031], [2.167, -0.497, -2.230], [1.323, 1.318, 0.833], [1.966, 0.231, 1.962], [1.569, -2.578, -0.350], [2.165, -2.156, 1.342]], "mulliken_charge": [-0.028, -1.059, -0.445, 0.291, 0.278, 0.347, 0.064, 0.354, 0.312, 0.364, 0.453, 0.498, -0.614, -0.457, -1.269, -0.706, 0.259, 0.258, 0.253, 0.224, 0.331, 0.293], "homo_energy_ev": -8.305, "de_lowest_kj_mol": 200.6, "smiles": "C=C(N)[C@H](N)O.C=CN", "homo_lumo_gap_ev": 9.2526}


{"formula": "C14H40KN5O3P", "method": "ωB97M-V/def2-TZVPD", "symbols": ["K", "O", "P", "N", "C", "C", "N", "C", "C", "N", "C", "C", "H", "H", "H", "H", "H", "H", "H", "H", "H", "H", "H", "H", "H", "H", "H", "H", "H", "H", "C", "C", "C", "O", "C", "N", "H", "H", "H", "H", "H", "H", "H", "H", "H", "H", "H", "C", "C", "C", "O", "C", "N", "H", "H", "H", "H", "H", "H", "H", "H", "H", "H", "H"], "coordinates": [[-2.171, 0.213, -0.085], [-1.363, -2.304, 0.635], [-0.098, -3.078, 0.675], [-0.403, -4.693, 0.616], [-1.767, -5.204, 0.810], [0.569, -5.662, 0.150], [0.779, -2.752, 2.029], [1.728, -3.705, 2.577], [0.713, -1.418, 2.595], [0.911, -2.770, -0.589], [0.386, -2.906, -1.939], [2.262, -2.266, -0.515], [-1.714, -6.217, 1.210], [-2.308, -5.244, -0.138], [-2.296, -4.580, 1.523], [1.483, -5.177, -0.181], [0.163, -6.247, -0.683], [0.823, -6.382, 0.936], [1.974, -3.428, 3.605], [1.298, -4.702, 2.634], [2.682, -3.730, 2.037], [1.362, -1.348, 3.464], [0.997, -0.638, 1.877], [-0.299, -1.173, 2.933], [-0.612, -3.342, -1.891], [0.344, -1.921, -2.409], [1.005, -3.608, -2.503], [2.534, -2.031, 0.508], [2.374, -1.403, -1.179], [2.983, -3.008, -0.896], [-1.128, 3.170, 3.275], [-1.245, 3.819, 1.929], [0.089, 4.350, 1.420], [0.423, 5.462, 2.204], [1.560, 6.132, 1.736], [-1.788, 2.853, 0.950], [-2.087, 2.765, 3.613], [-0.779, 3.875, 4.026], [-0.448, 2.312, 3.245], [-1.890, 4.704, 2.015], [-0.016, 4.643, 0.363], [0.858, 3.569, 1.525], [1.779, 6.957, 2.410], [1.414, 6.530, 0.721], [2.453, 5.491, 1.698], [-1.843, 3.277, 0.026], [-2.766, 2.692, 1.186], [-1.297, 2.164, -4.861], [-1.211, 1.277, -3.611], [-0.003, 1.706, -2.828], [0.178, 0.894, -1.693], [1.277, 1.300, -0.883], [-2.442, 1.357, -2.796], [-1.557, 3.194, -4.605], [-2.066, 1.796, -5.543], [-0.360, 2.153, -5.420], [-1.081, 0.255, -3.973], [-0.117, 2.761, -2.526], [0.874, 1.635, -3.482], [2.218, 1.219, -1.432], [1.305, 0.615, -0.039], [1.131, 2.325, -0.535], [-2.545, 2.332, -2.524], [-3.228, 1.141, -3.400]], "mulliken_charge": [0.878, -0.965, 0.190, 0.283, -1.072, -1.087, 0.238, -0.858, -0.714, 0.815, -0.941, -1.075, 0.378, 0.289, 0.303, 0.311, 0.366, 0.351, 0.389, 0.276, 0.296, 0.381, 0.059, 0.235, 0.312, 0.027, 0.376, 0.382, 0.207, 0.230, -1.449, 0.227, -0.559, -0.379, -0.740, -0.305, 0.386, 0.372, 0.251, 0.231, 0.441, 0.285, 0.284, 0.291, 0.300, 0.127, 0.304, -1.515, 0.278, -1.001, 0.090, -0.326, -0.446, 0.366, 0.416, 0.389, 0.219, 0.375, 0.366, 0.355, -0.213, 0.211, 0.229, 0.278], "homo_energy_ev": -11.256, "charge": 1, "homo_lumo_gap_ev": 8.7566}


{"formula": "C9H8NO3P", "method": "ωB97M-V/def2-TZVPD", "symbols": ["C", "C", "C", "C", "C", "C", "C", "C", "C", "N", "O", "O", "O", "P", "H", "H", "H", "H", "H", "H", "H", "H"], "coordinates": [[3.153, 1.176, 1.034], [2.837, 1.762, -0.191], [2.321, 0.247, 1.600], [1.649, 1.372, -0.820], [1.111, -0.188, 0.973], [0.809, 0.434, -0.281], [-0.848, -1.768, 1.085], [0.342, -1.179, 1.572], [-1.945, -0.998, -0.979], [-1.625, -1.317, 0.164], [-3.995, 0.989, -0.502], [-3.385, 0.222, -2.864], [-4.547, -1.420, -1.299], [-3.605, -0.244, -1.252], [4.071, 1.464, 1.551], [3.492, 2.504, -0.641], [2.586, -0.193, 2.560], [1.390, 1.831, -1.773], [-1.228, -2.649, 1.610], [0.708, -1.589, 2.513], [-3.200, -0.632, -3.252], [-0.091, 0.175, -0.811]], "mulliken_charge": [-0.287, -0.502, -0.715, -0.595, 1.099, -0.237, -0.198, -0.946, -0.820, 0.334, -0.776, -0.561, -0.777, 0.886, 0.305, 0.310, 0.228, 0.339, 0.314, 0.140, 0.315, 0.147], "homo_energy_ev": [1.321, 1.321], "de_lowest_kj_mol": 48.5, "charge": -2, "homo_lumo_gap_ev": [4.4782, 4.4776]}


{"formula": "C5H6O", "method": "ωB97M-V/def2-TZVPD", "symbols": ["C", "C", "C", "O", "C", "C", "H", "H", "H", "H", "H", "H"], "coordinates": [[0.902, 0.761, 0.154], [-0.739, -0.402, -0.066], [-1.064, -0.982, 1.214], [-1.895, -0.024, 0.452], [0.086, -0.086, -1.112], [0.321, -0.131, -2.408], [1.403, 1.464, -0.510], [1.619, 0.110, 0.658], [0.337, 1.348, 0.889], [-0.656, -0.571, 2.135], [-1.469, -1.990, 1.256], [1.140, 0.527, -2.731]], "mulliken_charge": [-1.038, 0.461, -0.341, -0.358, 0.075, -0.402, 0.384, 0.249, 0.333, 0.253, 0.253, 0.132], "homo_energy_ev": -7.489, "de_lowest_kj_mol": 641.1, "homo_lumo_gap_ev": 7.8561}


{"formula": "C15H13BClNO3", "method": "ωB97M-V/def2-TZVPD", "symbols": ["O", "Cl", "O", "O", "B", "C", "C", "C", "C", "C", "C", "C", "C", "C", "C", "C", "C", "C", "C", "C", "N", "H", "H", "H", "H", "H", "H", "H", "H", "H", "H", "H", "H", "H"], "coordinates": [[0.775, -1.143, -1.253], [-5.468, 2.533, -5.856], [1.945, 0.131, 5.950], [4.212, -0.570, 5.645], [2.956, -0.389, 5.107], [0.022, -0.559, -0.507], [-1.184, 0.066, -1.027], [-1.311, 0.100, -2.364], [3.659, -1.755, 1.623], [-4.610, 1.580, -3.423], [-3.059, 1.647, -5.243], [3.726, -1.439, 2.974], [-3.606, 1.057, -2.634], [-2.114, 0.966, -4.515], [2.475, -1.551, 0.885], [1.584, -0.547, 2.900], [-4.307, 1.911, -4.728], [2.692, -0.811, 3.604], [-2.335, 0.736, -3.157], [1.446, -0.915, 1.536], [0.263, -0.546, 0.861], [2.107, 0.412, 6.871], [4.190, -0.176, 6.541], [-1.931, 0.494, -0.355], [-0.554, -0.407, -2.941], [4.527, -2.182, 1.143], [-5.597, 1.720, -3.028], [-2.875, 1.900, -6.276], [4.624, -1.716, 3.543], [-3.811, 0.777, -1.607], [-1.172, 0.676, -4.979], [2.371, -1.847, -0.161], [0.767, -0.055, 3.386], [-0.405, -0.097, 1.483]], "mulliken_charge": [-0.677, -0.211, -0.600, -0.536, 0.710, 0.661, -0.691, -0.247, -0.658, -0.685, -0.575, -0.488, -0.384, -0.576, -0.444, -0.555, 0.362, -0.193, 0.819, 0.652, -0.085, 0.272, 0.248, 0.247, 0.444, 0.359, 0.421, 0.391, 0.362, 0.261, 0.358, 0.533, 0.328, 0.177], "homo_energy_ev": -8.302, "de_lowest_kj_mol": 0.0, "smiles": "O=C(/C=C/c1ccc(Cl)cc1)Nc1cccc(B(O)O)c1", "homo_lumo_gap_ev": 8.0880}


{"formula": "C4H13NOS", "method": "ωB97M-V/def2-TZVPD", "symbols": ["C", "C", "S", "H", "H", "H", "H", "H", "C", "O", "C", "N", "H", "H", "H", "H", "H", "H", "H", "H"], "coordinates": [[-1.150, 2.758, 0.556], [-0.891, 1.678, 1.627], [0.691, 0.772, 1.347], [-1.410, 2.288, -0.397], [-0.216, 3.307, 0.406], [-1.934, 3.456, 0.891], [-1.709, 0.947, 1.650], [-0.833, 2.120, 2.630], [-0.196, -2.105, -1.215], [-1.208, -1.399, -0.492], [1.111, -2.084, -0.446], [2.025, -0.997, -0.848], [-0.051, -1.712, -2.248], [-0.600, -3.154, -1.200], [-0.800, -0.530, -0.295], [0.840, -2.032, 0.618], [1.671, -3.009, -0.654], [0.166, 0.856, -1.099], [2.872, -1.074, -0.288], [1.624, -0.085, -0.543]], "mulliken_charge": [-1.030, -0.365, -0.041, 0.329, 0.316, 0.331, 0.271, 0.375, -0.398, -0.564, -0.304, -0.545, 0.264, 0.305, -0.002, 0.332, 0.415, 0.192, 0.260, -0.139], "homo_energy_ev": -9.456, "de_lowest_kj_mol": 497.4, "homo_lumo_gap_ev": 6.6337}


Molar mass list, top to bottom, in g mol⁻¹: 131.18; 396.58; 209.14; 82.10; 301.54; 123.22